[1]
DFT (ωB97M-V/def2-TZVPD) results for one molecule with the formula C5H7NS2.

LUMO energy	-0.34	eV
structure (SMILES)	C[C@H]1C=CC(=S)NS1
frontier orbital gap	8.01	eV
highest occupied orbital energy	-8.345	eV

Each line ends with the natural charge from an NBO analysis.
Cartesian coordinates (Å):
S 2.71 -0.06 0.27  -0.098
S -1.31 -1.18 -0.56  0.414
C -0.83 1.42 -0.73  -0.144
N 0.29 -1.06 0.09  -0.748
C 1.12 0.01 -0.10  0.051
H -0.76 0.56 1.84  0.220
H 0.50 -1.83 0.71  0.430
H -2.80 0.68 -0.33  0.237
H -1.26 2.26 -1.29  0.224
H -2.37 -0.33 1.96  0.230
H -2.25 1.52 1.85  0.217
C -1.81 0.52 1.52  -0.613
H 1.22 2.06 -0.95  0.248
C -1.78 0.49 -0.01  -0.403
C 0.49 1.28 -0.65  -0.264

***

[2]
DFT (ωB97M-V/def2-TZVPD) results for C38H99BMnO19 as an isolated structure.

multiplicity	6
expectation value of S²	8.753
LUMO energy (spin up / spin down)	0.23 / 0.23	eV
frontier orbital gap (spin up / spin down)	7.63 / 7.78	eV
highest occupied orbital energy (spin up / spin down)	-7.394 / -7.546	eV

Each line ends with the Mulliken spin population.
Cartesian coordinates (Å):
H -6.50 30.72 10.07  0.002
H -6.82 28.47 7.25  0.034
O 1.50 29.77 11.31  0.000
H -7.08 26.12 11.12  -0.001
H 1.25 20.21 7.75  0.000
H -7.14 29.14 9.49  0.002
H 0.68 22.55 4.48  0.000
H -2.93 23.44 7.40  0.001
H 5.71 24.42 9.15  0.000
C 3.61 24.82 7.73  0.000
O -2.34 25.63 14.93  0.000
H -3.54 17.57 12.27  0.000
C -6.58 18.72 12.57  0.000
H 3.72 30.99 10.69  0.000
H 0.05 29.30 12.55  0.000
O 3.79 25.04 9.11  0.000
H -4.69 21.50 9.89  0.000
C -4.75 27.75 4.34  0.018
C 2.74 29.46 11.93  0.000
C -3.21 22.58 6.80  -0.001
C 0.42 28.91 11.60  0.001
H 0.75 25.69 9.37  0.000
H -6.74 21.99 13.60  0.000
H -3.58 28.55 18.47  0.000
H -7.42 23.36 14.38  0.000
H -6.03 31.28 4.69  0.002
C -4.21 25.80 5.52  0.012
C -6.53 23.03 13.85  0.000
C -3.74 21.18 10.32  0.000
C 3.79 30.66 11.73  0.000
H -3.02 20.75 9.62  0.000
O -2.04 21.88 6.33  0.000
C -6.45 23.93 12.60  0.000
H -5.02 29.60 3.45  0.000
H -5.23 27.90 18.07  0.000
H -1.33 30.05 6.41  0.003
O -3.81 27.20 8.94  0.145
H -2.59 29.61 11.93  0.000
H -7.15 17.87 12.19  0.000
C -1.46 25.47 13.83  0.000
H -6.41 26.92 6.57  0.050
H -7.96 27.18 7.42  -0.004
C -6.20 26.11 11.77  0.002
C -2.67 26.74 9.68  -0.001
H -6.46 27.22 8.37  0.031
H -4.08 28.90 12.60  -0.001
O -3.08 29.45 7.24  -0.007
H -1.66 22.96 4.65  0.000
C -6.26 30.57 5.48  0.001
H -3.94 32.96 14.28  0.000
H -7.40 23.83 12.07  0.000
H -5.85 27.09 12.10  0.001
H -5.69 23.58 11.90  0.000
C -4.52 31.03 8.51  -0.005
C -4.21 18.90 10.74  0.000
H -5.46 25.69 11.10  -0.001
H -3.41 25.36 4.93  0.002
H 0.21 27.05 8.47  0.000
C 5.14 25.31 9.40  0.000
H -7.17 30.06 5.16  0.001
C -1.14 22.70 5.57  0.000
H -5.76 27.43 4.10  -0.004
H -0.28 29.22 10.83  0.000
H -3.87 22.95 6.02  0.000
C -2.28 25.26 9.63  0.007
O 1.07 21.48 6.15  0.000
C -4.24 26.40 16.05  0.000
C -4.16 27.73 18.04  0.000
H -3.17 24.63 9.68  -0.002
C -3.57 32.14 14.88  0.000
B -6.90 27.40 7.40  -0.021
O -6.37 25.28 12.95  0.000
O 3.49 31.74 12.59  0.000
H -1.73 24.94 8.75  -0.002
H -4.63 21.33 13.89  0.000
O -4.29 27.21 5.64  0.009
H -0.95 23.67 6.01  0.000
H -4.86 31.85 7.88  0.001
H 3.89 25.67 7.11  0.000
H -3.40 22.04 10.89  0.000
H -3.43 30.05 16.58  0.000
H -2.47 31.34 7.75  0.002
H -7.16 19.09 13.42  0.000
H 5.56 26.18 8.91  0.000
H 4.09 23.90 7.41  0.000
C 0.46 20.63 7.12  0.000
H -1.91 28.40 6.03  -0.002
H -2.80 26.96 10.74  0.007
H -4.10 27.40 3.54  0.001
C -4.50 17.87 11.86  0.000
O -5.36 22.96 14.69  0.000
H -2.72 30.29 9.07  -0.005
H -5.09 18.96 10.10  0.000
H -6.49 31.19 6.35  0.000
H -2.09 31.36 13.54  0.000
C 4.27 32.87 12.45  0.000
H -4.25 25.46 16.60  0.000
H -7.38 30.63 8.65  -0.002
H -3.62 27.03 14.07  0.000
H -3.42 22.36 14.75  0.000
H -4.15 26.80 18.60  0.000
Mn -4.89 28.10 7.36  4.648
C -4.26 22.34 14.06  0.000
C 0.13 21.92 5.18  0.000
C -4.02 30.93 16.86  0.000
H -0.49 25.20 14.25  0.000
O -3.97 30.88 12.90  0.000
H -6.72 19.44 11.76  0.000
C -4.64 29.26 4.41  0.008
H -0.11 19.81 6.68  0.000
H 0.50 27.82 11.63  0.000
H 5.22 25.49 10.48  0.000
O -5.29 18.39 12.96  0.000
H 4.06 33.31 11.47  0.000
H -3.63 29.66 4.32  -0.002
O 1.36 25.78 7.37  0.000
H -2.78 32.55 15.51  0.000
H 5.34 32.77 12.61  0.000
H 1.90 26.92 8.94  0.000
C -3.66 29.78 12.10  0.003
O -4.55 31.57 15.67  0.000
H -0.16 21.01 4.65  0.000
C 2.11 24.57 7.38  0.000
H -1.67 25.04 10.51  -0.001
C -3.12 30.53 8.08  0.023
H -4.27 25.42 14.14  0.000
H -5.15 25.27 5.33  0.003
H -3.94 25.46 6.52  0.006
H -1.83 27.38 9.42  -0.007
H 1.78 23.70 7.95  0.000
H 2.02 24.10 6.40  0.000
H 3.19 28.53 11.59  0.000
O -3.67 27.52 16.74  0.000
H -1.14 28.81 7.61  -0.001
H -4.44 31.57 9.45  0.000
H -4.80 30.52 17.49  0.000
H -4.88 16.94 11.44  0.000
O -5.39 29.85 8.54  0.000
H -1.38 26.43 13.30  0.000
H -0.21 21.18 7.77  0.000
O -5.16 29.69 5.63  0.031
H -3.83 21.90 7.39  0.000
H -4.02 22.79 13.10  0.000
H -3.38 18.52 10.13  0.000
H 4.79 30.26 11.89  0.000
H -5.29 26.61 15.86  0.000
C -1.80 29.15 6.81  0.011
H -4.18 29.82 11.14  -0.002
H 3.91 33.62 13.15  0.000
C 1.04 26.36 8.56  0.001
H -3.41 31.51 17.55  0.000
C -6.64 30.06 9.21  0.003
C -3.05 31.03 13.92  0.000
H 2.53 29.29 12.99  0.000
O -3.94 20.19 11.31  0.000
H -1.76 24.70 13.12  0.000
C -3.63 26.12 14.67  0.000
H -2.81 30.12 14.48  0.000

***

[3]
DFT (ωB97M-V/def2-TZVPD) results for C6H4AlCl2N2O3Pr as an isolated structure.

multiplicity	3
expectation value of S²	2.003
LUMO energy (spin up / spin down)	-18.47 / -17.47	eV
net charge	+4
frontier orbital gap (spin up / spin down)	4.38 / 5.38	eV
highest occupied orbital energy (spin up / spin down)	-22.853 / -22.854	eV

Each line ends with the Mulliken spin population.
Cartesian coordinates (Å):
O 1.53 2.36 1.18  0.000
O 0.69 1.60 -5.60  0.002
C -2.18 -1.11 3.40  0.000
N -0.87 -0.66 1.64  0.000
Pr -1.32 -0.42 -3.31  2.024
Cl -1.35 1.30 -0.88  -0.006
H -2.90 -0.97 4.19  0.000
Al -0.09 -0.31 0.00  0.000
O 0.45 -3.19 -4.66  0.002
H -1.58 -3.27 3.47  0.000
C -0.06 -2.23 -4.23  -0.003
C 0.13 0.94 -4.84  -0.008
H -1.96 0.94 2.46  0.000
H -0.14 -2.66 1.49  0.000
N -0.73 -1.99 2.00  0.000
C 1.23 1.28 0.88  0.000
C -1.74 -0.11 2.52  0.000
Cl -1.21 -2.10 -1.18  -0.011
C -1.52 -2.28 3.04  0.000

***

[4]
DFT (ωB97M-V/def2-TZVPD) results for a 2-piece molecular cluster, C6H17NO overall.

LUMO energy	0.72	eV
structure (SMILES)	CC[C@@H](C)[C@H](C)N.O
frontier orbital gap	9.42	eV
highest occupied orbital energy	-8.700	eV

Each line ends with the natural charge from an NBO analysis.
Cartesian coordinates (Å):
C -0.61 -0.28 -0.61  -0.230
H -1.47 -0.24 -1.30  0.204
H 0.65 2.60 -2.17  0.212
H -0.50 -1.61 1.99  0.203
H 0.99 -1.77 -0.48  0.217
H 3.76 0.69 0.12  0.462
N -2.58 -0.07 0.96  -0.874
C -1.13 0.11 0.80  -0.029
H -3.02 -0.74 0.35  0.360
H -0.33 2.64 -0.70  0.196
C -0.08 -1.72 -0.61  -0.627
C -0.44 -0.52 2.03  -0.612
O 3.57 -0.23 -0.07  -0.923
H -0.35 -2.23 -1.54  0.209
H 0.96 0.08 -1.93  0.207
H -0.94 -0.18 2.93  0.219
H 3.60 -0.55 0.84  0.464
H 1.32 0.92 -0.37  0.211
H -3.10 0.78 1.02  0.367
H -0.97 1.87 -2.09  0.196
H 0.57 -0.08 1.97  0.192
C 0.52 0.65 -1.09  -0.397
C -0.01 1.99 -1.54  -0.613
H -0.34 -2.34 0.23  0.208
H -0.96 1.21 0.89  0.173

***

[5]
DFT (ωB97M-V/def2-TZVPD) results for a 2-piece molecular cluster, C7H14N2 overall.

multiplicity	2
expectation value of S²	0.750
LUMO energy (spin up / spin down)	3.89 / 3.73	eV
net charge	-1
frontier orbital gap (spin up / spin down)	2.73 / 8.73	eV
highest occupied orbital energy (spin up / spin down)	1.161 / -4.994	eV

Each line ends with the Mulliken spin population.
Cartesian coordinates (Å):
H 0.36 -1.95 0.28  0.310
H 0.20 -1.90 2.88  -0.057
C -0.53 -2.12 0.89  0.319
H -1.09 1.62 -2.19  -0.584
H -2.50 -1.97 2.68  -0.070
N 2.01 0.81 -1.41  0.101
H -0.58 -0.81 -2.33  -0.225
H -0.70 -3.20 1.05  -0.257
H -1.79 -0.84 3.86  -0.059
C -0.47 -1.37 2.21  0.033
H 0.97 3.68 -0.66  -0.077
C -1.85 -1.10 2.81  0.459
H 2.53 3.32 -1.37  0.024
N 0.14 -0.14 -2.15  -0.409
H 1.17 3.81 -2.41  -0.022
H -1.35 -1.75 0.26  -0.087
H 1.90 -1.31 -1.62  -0.475
H 0.03 -0.41 2.03  -0.113
C 1.45 3.23 -1.53  0.298
H -2.33 -0.30 2.23  -0.178
C 1.42 -0.34 -1.69  1.236
C 1.11 1.78 -1.65  -0.644
C -0.08 1.25 -2.17  1.477

***

[6]
DFT (ωB97M-V/def2-TZVPD) results for C4H6N2O as an isolated structure.

LUMO energy	0.45	eV
frontier orbital gap	8.02	eV
highest occupied orbital energy	-7.571	eV

Each line ends with the natural charge from an NBO analysis.
Cartesian coordinates (Å):
C -0.01 1.26 -0.01  -0.383
H -2.43 -0.12 1.02  0.381
H 3.28 -0.54 0.28  0.503
C 1.42 1.06 0.08  -0.443
H 0.06 -1.94 -0.12  0.428
H -2.70 0.09 -0.58  0.384
N 0.23 -0.95 0.01  -0.523
H -0.43 0.82 -1.12  0.301
O 2.52 -1.15 0.20  -0.686
C -0.74 -0.02 -0.05  0.260
C 1.46 -0.32 0.11  0.371
N -2.10 -0.37 0.09  -0.832
H -0.55 2.19 0.09  0.239

***

Ordered F_max results: 0.0346; 0.0834; 0.1793; 0.0384; 0.0487; 0.0098; unit hartree/bohr.
Ordered energy above the lowest of the compared OMol25 structures with the same formula, charge and spin results: 0.915; 4.467; 0.195; 0.876; 0.180; 4.577; unit eV.